1.
Below is the ion C6H8N with charge +1 at a distorted geometry, with properties calculated with ωB97M-V with the def2-TZVPD basis set.

```
15
Properties=species:S:1:pos:R:3:forces:R:3:nbo_charge:R:1
C 0.597307 0.320504 -0.276261 5.6 0.0 1.9 0.534
C 3.090642 -0.419626 -0.028337 -1.3 -1.8 -4.0 0.039
C -0.164081 1.590193 -0.291267 1.3 -2.0 -0.8 -0.401
C -1.979821 -0.479246 -0.517525 -1.6 0.9 1.7 -0.347
C -1.525658 -0.630861 0.908203 -2.3 1.1 2.4 -0.349
C -0.771872 0.238389 -0.063102 0.3 -1.6 1.1 -0.163
N 1.989077 -0.026159 0.379781 -6.9 1.8 -1.5 -0.316
H 3.719443 -0.760913 0.696762 2.3 -0.1 2.1 0.220
H 3.286525 -0.812435 -1.082060 -0.2 1.1 1.2 0.212
H 0.166068 2.304900 0.385998 -0.1 1.4 1.2 0.265
H -0.403445 1.777842 -1.299119 -0.3 1.3 -1.1 0.268
H -1.828986 -1.325827 -1.060025 0.8 -2.3 -1.6 0.241
H -2.920125 -0.029131 -0.850211 0.6 0.7 0.5 0.269
H -2.044184 -0.139849 1.861703 1.0 -0.5 -2.6 0.271
H -1.210894 -1.607787 1.235456 0.8 -0.1 -0.4 0.255
```
Positions in Å, forces in eV/Å.

## Properties
gap between HOMO and LUMO = 9.22 eV
HOMO energy = -15.232 eV
relative energy (zero: lowest compared OMol25 entry of this formula, charge and spin) = 693.2 kJ/mol
total energy = -7828.5043 eV
total charge = +1

***

2.
Below is a cluster of 3 separate species, C3H14NO2 in total at a distorted geometry, with properties calculated with ωB97M-V with the def2-TZVPD basis set.

```
20
Properties=species:S:1:pos:R:3:forces:R:3:nbo_charge:R:1
C 0.573731 -2.660039 0.133395 0.3 0.7 -0.3 -0.623
C 1.305585 -1.320935 -0.042903 0.4 -1.7 0.9 -0.228
N 0.385987 -0.200058 0.166776 -0.5 2.1 -0.4 -0.512
C 0.983161 1.146374 -0.251158 0.4 -1.1 -0.9 -0.405
H -0.292442 -2.640526 -0.530332 -0.2 -0.3 0.3 0.216
H 1.217787 -3.474934 -0.188322 0.0 0.0 0.1 0.251
H 0.317843 -2.812400 1.179281 -0.3 -0.1 -0.1 0.223
H 2.093585 -1.239806 0.709579 0.0 0.2 -0.1 0.223
H 1.802049 -1.294127 -1.008751 -0.4 0.5 -0.2 0.230
H 0.054138 -0.075291 1.119226 0.3 -0.3 0.4 0.439
H -0.508085 -0.270448 -0.340933 0.4 -0.2 -0.5 0.459
H 1.478167 1.659628 0.561840 -0.4 0.0 0.2 0.241
H 0.214624 1.682982 -0.788879 -0.1 0.4 0.5 0.255
H 1.738305 0.862812 -0.982667 0.1 0.2 0.0 0.212
H -2.528318 0.683274 -1.861373 0.1 -0.2 0.4 0.493
H -1.461772 1.142912 -2.762202 0.5 0.0 0.0 0.494
O -1.562879 0.760824 -1.880847 -0.7 0.0 -0.4 -0.975
H -1.274025 1.226299 2.613725 0.1 -0.2 0.2 0.474
H -1.629016 2.552287 2.072774 0.3 0.1 -0.4 0.498
O -1.057717 1.796511 1.869206 -0.4 -0.1 0.4 -0.967
```
Positions in Å, forces in eV/Å.

## Properties
gap between HOMO and LUMO = 12.77 eV
HOMO energy = -15.688 eV
relative energy (zero: lowest compared OMol25 entry of this formula, charge and spin) = 67.1 kJ/mol
total energy = -8917.0903 eV
total charge = +1

***

- What is the formula in the second record?
  C3H14NO2

***

- total energy of number 2 (C3H14NO2)?
  -8917.0903 eV

***

Copy entry 2 word for word.
Below is a cluster of 3 separate species, C3H14NO2 in total at a distorted geometry, with properties calculated with ωB97M-V with the def2-TZVPD basis set.

```
20
Properties=species:S:1:pos:R:3:forces:R:3:nbo_charge:R:1
C 0.573731 -2.660039 0.133395 0.3 0.7 -0.3 -0.623
C 1.305585 -1.320935 -0.042903 0.4 -1.7 0.9 -0.228
N 0.385987 -0.200058 0.166776 -0.5 2.1 -0.4 -0.512
C 0.983161 1.146374 -0.251158 0.4 -1.1 -0.9 -0.405
H -0.292442 -2.640526 -0.530332 -0.2 -0.3 0.3 0.216
H 1.217787 -3.474934 -0.188322 0.0 0.0 0.1 0.251
H 0.317843 -2.812400 1.179281 -0.3 -0.1 -0.1 0.223
H 2.093585 -1.239806 0.709579 0.0 0.2 -0.1 0.223
H 1.802049 -1.294127 -1.008751 -0.4 0.5 -0.2 0.230
H 0.054138 -0.075291 1.119226 0.3 -0.3 0.4 0.439
H -0.508085 -0.270448 -0.340933 0.4 -0.2 -0.5 0.459
H 1.478167 1.659628 0.561840 -0.4 0.0 0.2 0.241
H 0.214624 1.682982 -0.788879 -0.1 0.4 0.5 0.255
H 1.738305 0.862812 -0.982667 0.1 0.2 0.0 0.212
H -2.528318 0.683274 -1.861373 0.1 -0.2 0.4 0.493
H -1.461772 1.142912 -2.762202 0.5 0.0 0.0 0.494
O -1.562879 0.760824 -1.880847 -0.7 0.0 -0.4 -0.975
H -1.274025 1.226299 2.613725 0.1 -0.2 0.2 0.474
H -1.629016 2.552287 2.072774 0.3 0.1 -0.4 0.498
O -1.057717 1.796511 1.869206 -0.4 -0.1 0.4 -0.967
```
Positions in Å, forces in eV/Å.

## Properties
gap between HOMO and LUMO = 12.77 eV
HOMO energy = -15.688 eV
relative energy (zero: lowest compared OMol25 entry of this formula, charge and spin) = 67.1 kJ/mol
total energy = -8917.0903 eV
total charge = +1

***

- total charge of number 2 (C3H14NO2)?
  +1